Entry 1:
Entry from OMol25: the molecule C3H3BrCl2 (wB97M-V/def2-TZVPD).

## Properties
- energy above the lowest of the compared OMol25 structures with the same formula, charge and spin (kJ/mol) = 168.53
- LUMO level (eV) = 0.25
- SMILES string = CC(Br)=C(Cl)Cl
- electronic energy (hartree) = -3610.40778
- orbital gap (Ha) = 0.3023

Geometry as XYZ:
```
9
C3H3BrCl2, DFT wB97M-V/def2-TZVPD
Br -1.78 -1.57 0.34
Cl -0.17 -0.58 2.93
Cl 1.62 1.09 1.12
C -0.42 -0.35 0.03
C -0.06 0.24 -1.23
C 0.34 0.05 1.42
H 0.13 1.32 -1.24
H -0.71 -0.21 -2.09
H 1.04 0.02 -1.28
```

Here are the Löwdin charges for atoms 1 to 5, given in e: number 1, Br, carries 0.7326; number 2, Cl, carries 0.5894; number 3, Cl, carries 0.6608; number 4, C, carries -0.8225; number 5, C, carries -0.2153

Entry 2:
Entry from OMol25: the molecule C20H26N2O4S (wB97M-V/def2-TZVPD).

## Properties
- energy above the lowest of the compared OMol25 structures with the same formula, charge and spin (kJ/mol) = 181.05
- LUMO level (eV) = 0.75
- SMILES string = CCOc1ccc(-c2nc(CSCC(=O)NC[C@H]3CCCO3)c(C)o2)cc1
- electronic energy (hartree) = -1586.40069
- orbital gap (Ha) = 0.3103

Geometry as XYZ:
```
53
C20H26N2O4S, DFT wB97M-V/def2-TZVPD
S -4.76 -1.01 -1.73
O -3.95 1.43 1.24
O -0.70 1.02 0.50
O 4.83 -0.56 -0.86
O -1.10 -1.61 1.31
N -3.30 1.47 -0.93
N -1.45 -1.90 -0.85
C 1.71 -1.30 0.95
C 3.54 -0.85 -0.54
C 1.34 -1.26 -1.42
C -5.14 0.05 -0.30
C -3.89 -2.39 -0.90
C 5.78 -0.42 0.18
C -0.85 1.71 -0.73
C 0.13 1.77 1.34
C 0.84 -1.42 -0.13
C 1.17 2.39 0.41
C -3.32 -1.75 2.33
C 2.67 -0.98 -1.63
C 0.32 2.71 -0.82
C -2.43 -1.82 1.15
C -0.57 -1.65 0.08
C -2.22 2.40 -0.80
C -4.04 1.03 0.10
C 7.12 -0.11 -0.46
C -2.65 -2.02 -0.19
C 3.05 -1.02 0.75
H 0.66 -1.36 -2.25
H 7.41 -0.92 -1.13
H -3.37 0.95 -1.80
H -0.44 2.56 1.85
H 0.55 1.09 2.08
H -2.79 -2.11 3.21
H -5.42 -0.57 0.55
H 7.88 0.01 0.31
H -4.21 -2.35 2.17
H -3.66 -3.08 -1.71
H 7.05 0.81 -1.04
H 5.49 0.39 0.86
H -0.80 0.94 -1.52
H 3.07 -0.85 -2.62
H -2.38 2.95 0.14
H 3.70 -0.94 1.61
H 1.93 1.64 0.16
H 1.66 3.26 0.83
H -2.24 3.10 -1.64
H -4.61 -2.85 -0.21
H -6.01 0.64 -0.60
H 5.85 -1.36 0.76
H -0.06 3.73 -0.77
H 1.34 -1.44 1.95
H 0.88 2.60 -1.75
H -3.61 -0.71 2.51
```

Here are the Löwdin charges for atoms 1 to 5, given in e: number 1, S, carries 0.8817; number 2, O, carries 0.0540; number 3, O, carries -0.1190; number 4, O, carries -0.0497; number 5, O, carries 0.1172